Entry from OMol25: C24H21BClCsN10O6 as an isolated structure at a distorted geometry (the ωB97M-V functional and the def2-TZVPD basis).

<S²>: 0.77
LUMO level (spin up / spin down): 1.97 / 1.29 eV
HOMO (spin up / spin down): -5.36 / -5.74 eV
relative energy (zero: lowest compared OMol25 entry of this formula, charge and spin): 48.6 kcal per mole
charge: -1
2S+1: 2

```
64
C24H21BClCsN10O6 (the ωB97M-V functional and the def2-TZVPD basis)
Cs 0.18 -0.42 0.01
C 4.12 0.56 3.17
C 2.82 0.64 2.65
N 2.71 -0.07 1.53
N 3.93 -0.60 1.31
C 4.80 -0.24 2.28
B 4.09 -1.44 0.02
N 3.86 -0.54 -1.22
C 4.85 0.15 -1.83
C 4.29 0.93 -2.81
C 2.91 0.65 -2.72
N 2.66 -0.22 -1.75
N 3.16 -2.67 0.07
C 3.49 -3.82 0.70
C 2.43 -4.68 0.63
C 1.46 -3.95 -0.09
N 1.90 -2.74 -0.42
N 5.53 -2.02 -0.16
C 5.84 -2.82 -1.20
C 7.17 -3.15 -1.10
C 7.60 -2.48 0.06
N 6.61 -1.81 0.63
H 4.51 1.02 4.06
H 1.96 1.17 3.02
H 5.82 -0.57 2.26
H 5.88 0.04 -1.54
H 4.79 1.59 -3.50
H 2.10 1.04 -3.32
H 4.46 -3.95 1.16
H 2.36 -5.68 1.02
H 0.47 -4.26 -0.39
H 5.11 -3.10 -1.94
H 7.75 -3.77 -1.77
H 8.58 -2.47 0.52
O -5.32 -3.13 -1.80
C -4.46 -2.29 -1.67
C -4.04 -1.56 -0.50
O -4.62 -1.68 0.73
C -2.96 -0.63 -0.79
C -2.68 -0.80 -2.19
O -1.72 -0.11 -2.89
C -3.54 -1.76 -2.80
O -3.62 -2.13 -3.96
O -2.41 0.13 0.02
C -3.05 4.63 4.46
C -2.18 3.75 3.60
C -1.46 4.26 2.53
C -0.67 3.41 1.78
N -0.56 2.10 2.02
C -1.27 1.61 3.04
C -2.08 2.39 3.85
H -3.13 5.64 4.05
H -2.64 4.70 5.47
H -4.06 4.22 4.53
H -1.51 5.32 2.29
H -0.09 3.78 0.94
H -1.18 0.55 3.21
H -2.64 1.94 4.66
Cl -0.69 2.14 -1.87
C -1.86 1.27 -2.95
H -1.60 1.61 -3.95
H -2.85 1.60 -2.66
O -4.18 -1.58 2.80
N -3.69 -1.81 1.77
```